A 12-piece molecular cluster, C54H138N6O18 overall in a non-equilibrium geometry. Source: the OMol25 dataset; level of theory: ωB97M-V with the def2-TZVPD basis set.

Last column: Löwdin charge in e.
CARTESIAN COORDINATES (ANGSTROEM)
O  1.7167  5.5624  3.3050  -0.0759
O  -5.9934  -4.1434  0.6288  -0.0580
O  1.7971  -5.9373  4.2427  -0.1820
O  0.7670  -2.6012  -2.0604  -0.0842
O  4.1074  -0.9260  4.1913  -0.2020
O  1.1173  1.0113  -4.6030  -0.2015
O  -1.8670  -4.9652  2.4002  -0.1695
O  -5.3876  -5.9673  -1.5758  -0.2472
O  8.7315  -2.2622  5.7660  -0.1879
O  6.6716  1.8993  -1.6667  -0.0542
O  -1.9867  -2.5991  -5.2362  -0.2198
O  -9.3609  -3.5248  -3.1845  -0.1947
O  -1.7411  -0.6790  1.1959  -0.2026
O  -4.6296  0.0227  -3.3698  -0.1844
O  1.6696  1.2427  1.4624  -0.2203
O  3.3684  3.6570  4.7379  -0.0949
O  -0.1999  7.4998  -3.8609  -0.1974
O  -1.3817  4.0012  -1.7102  -0.0733
N  -6.1370  -2.1941  -4.4107  -0.0635
N  0.5639  4.4799  -3.6989  -0.0783
N  0.3975  -3.8937  3.3113  -0.0526
N  6.5374  -0.2935  5.5059  -0.0212
N  -3.4917  -3.8676  -2.9062  -0.0295
N  0.6994  -0.2846  -0.4537  -0.0472
C  -2.1231  -3.2997  -2.9767  -0.1532
C  -3.3488  0.2749  -3.9466  -0.0941
C  2.1409  -6.8077  5.3481  -0.1016
C  -3.5922  -5.2943  -3.1453  -0.1919
C  -5.2421  -3.0046  0.4969  -0.4893
C  4.5970  5.6331  5.6539  -0.0298
C  -3.2120  -5.3648  2.5820  -0.0858
C  2.8313  -3.0932  -0.8684  -0.0405
C  -10.4332  -3.6019  -4.1288  -0.0924
C  9.6806  -2.4465  4.7431  -0.1180
C  -1.9162  0.6986  1.5962  -0.0753
C  -5.6628  0.2037  -4.3140  -0.2033
C  2.3953  -4.6564  4.4168  -0.2387
C  -1.7385  -3.5957  2.3529  -0.2426
C  -5.0863  -5.8355  -2.9839  -0.1289
C  1.6667  0.7233  -0.8539  -0.1644
C  0.2722  2.0719  -4.1560  -0.1833
C  -1.3531  -3.4623  -4.3444  -0.1983
C  -0.0665  7.0696  3.3242  -0.0433
C  8.7589  -0.9556  6.3012  -0.2307
C  -7.5152  -2.1445  -4.0474  -0.1962
C  0.4157  -0.1553  -5.0565  -0.1032
C  -0.2299  -3.2194  2.1762  -0.1705
C  4.1688  0.2473  4.9129  -0.2638
C  -1.7104  -0.8855  -0.2316  -0.1628
C  7.3331  -0.5822  6.6743  -0.2561
C  4.5421  2.9864  -2.0517  -0.0532
C  -5.4234  -2.2047  1.8472  -0.0233
C  5.1852  0.0629  6.0418  -0.1900
C  1.8360  -3.6946  3.4231  -0.2112
C  -2.6322  6.0069  -1.4121  -0.0524
C  0.6637  5.9539  4.1459  -0.4522
C  2.6768  -2.0011  -3.2639  -0.0362
C  5.3394  2.0713  -1.1358  -0.4493
C  -0.6502  -0.0622  -1.0105  -0.1751
C  2.0858  -3.0242  -2.2355  -0.4357
C  1.8415  2.1497  2.5055  -0.0981
C  -0.6306  8.7730  -3.3897  -0.0933
C  1.4841  5.6257  -3.7938  -0.1615
C  -5.8001  -1.0607  -5.2012  -0.2096
C  -4.7605  -7.0330  -0.8524  -0.0684
C  -5.8947  -2.2905  -0.6857  -0.0456
C  4.9583  4.6052  3.2559  -0.0319
C  1.2738  3.2761  -4.1003  -0.1729
C  1.7113  1.8602  0.1747  -0.1720
C  -0.2393  4.7072  4.4574  -0.0378
C  -2.1346  4.4316  0.4434  -0.0638
C  -8.0670  -3.5874  -3.6992  -0.2175
C  4.0377  -0.7700  2.7510  -0.0514
C  -1.6020  5.0680  -0.8154  -0.5000
C  5.5565  2.6796  0.2757  -0.0567
C  0.9336  6.9786  -3.2226  -0.2218
C  -1.6501  -2.7469  -6.5687  -0.1148
C  4.6063  4.3900  4.7247  -0.4557
H  -0.0335  -2.1503  2.2560  0.0996
H  -8.0144  -4.2238  -4.5826  0.1124
H  4.5338  5.3933  6.7153  0.0769
H  0.3316  3.8699  4.8587  0.0606
H  3.7268  -2.1839  -3.4924  0.0736
H  -3.6238  -5.0785  3.5498  0.0907
H  3.6921  3.4354  -1.5378  0.0619
H  1.7206  -6.4914  6.3028  0.0797
H  -1.3815  3.8606  0.9863  0.0550
H  2.1175  -2.6682  3.6586  0.1046
H  -4.8581  -1.2420  -5.7187  0.1020
H  -2.8085  1.1671  1.1810  0.0839
H  1.6324  5.8146  -4.8570  0.1170
H  4.6236  2.7735  0.8314  0.0372
H  9.2392  -2.0130  3.8457  0.0891
H  3.9822  -1.7697  2.3202  0.0758
H  -5.1959  -7.9335  -1.2856  0.0903
H  2.4364  5.3722  -3.3280  0.1147
H  -2.5067  0.0039  -3.3098  0.0639
H  -0.4726  0.0505  -5.6537  0.0813
H  1.4629  1.0722  -1.8662  0.1102
H  1.7484  7.6952  -3.1190  0.1188
H  -4.7936  -2.5613  2.6623  0.0583
H  0.6326  -0.2677  0.5539  0.0950
H  2.1882  -4.3271  5.4350  0.1176
H  -5.1383  -1.1597  1.7252  0.0623
H  0.0343  -3.2972  4.0410  0.1106
H  7.1346  1.3264  -1.0511  0.0797
H  -5.4204  1.0638  -4.9383  0.1151
H  2.1637  3.0825  -3.5013  0.0904
H  -1.7686  -3.8080  -6.7879  0.0885
H  -5.7289  -4.6792  -0.1226  0.0438
H  -0.1850  4.7271  -4.3299  0.1238
H  5.0284  3.8215  -2.5559  0.0908
H  4.0916  2.3045  -2.7729  0.0715
H  -0.1997  1.7190  -3.2390  0.0959
H  7.4149  0.2416  7.3833  0.1165
H  -0.4659  2.3414  -4.9114  0.1226
H  -0.8874  1.0005  -0.9602  0.1041
H  4.8540  1.1038  -1.0081  0.1211
H  3.4701  -4.7483  4.2602  0.1209
H  -0.6279  4.2699  -2.2406  0.0182
H  -3.2030  -0.0569  -4.9746  0.0785
H  6.0865  1.9753  0.9169  0.0751
H  2.7366  2.7227  2.2634  0.0700
H  0.4535  8.0135  3.1611  0.0706
H  -1.0406  7.3241  3.7419  0.0718
H  -3.0152  3.7936  0.3692  0.0847
H  1.9322  1.8055  3.5358  0.0842
H  2.7404  -1.0216  -2.7901  0.0596
H  2.2739  -3.9411  2.4559  0.1123
H  -6.4835  -2.1359  2.0916  0.0784
H  -0.6577  4.3237  3.5268  0.0607
H  -4.1967  -3.2841  0.3661  0.1115
H  -0.6440  5.5558  -0.6354  0.1270
H  -0.3119  -3.2106  -4.1432  0.0972
H  -3.6793  -6.9747  -0.9776  0.0781
H  -5.1395  -6.8347  -3.4163  0.1087
H  -10.0852  -4.0640  -5.0526  0.0789
H  -6.5974  0.4345  -3.8029  0.1197
H  -0.8310  8.6537  -2.3250  0.0816
H  -5.1908  -1.5201  -1.0008  0.0650
H  -3.3120  -6.4416  2.4454  0.0886
H  3.1445  0.4174  5.2446  0.1179
H  6.3562  -1.2033  5.1064  0.1026
H  0.7680  -1.8224  -1.4991  0.0208
H  3.2419  3.3289  5.6312  0.0994
H  2.6564  0.2736  -0.7741  0.0965
H  -1.9676  0.7911  2.6811  0.0939
H  4.9914  -0.3342  2.4533  0.0899
H  -3.6419  5.6048  -1.3289  0.0795
H  -2.8991  -5.8448  -2.5092  0.1024
H  10.6744  -2.0413  4.9336  0.0842
H  -3.8962  -3.4526  -3.7334  0.0753
H  -2.5080  6.2317  -2.4714  0.0749
H  3.9067  -3.2695  -0.8930  0.0726
H  -4.9411  -6.9177  0.2163  0.0859
H  5.2250  1.0135  6.5738  0.1097
H  -0.2306  6.7029  2.3110  0.0621
H  -1.5201  -3.8827  -2.2805  0.1056
H  -3.1605  -5.6396  -4.0847  0.1014
H  -0.5926  -0.2337  -2.0854  0.0873
H  6.9120  -1.3203  7.3569  0.1186
H  -3.8007  -4.8565  1.8184  0.0568
H  5.3031  3.7043  5.2067  0.1245
H  9.3450  -0.9962  7.2193  0.1184
H  3.1337  -0.2698  2.4034  0.0705
H  -2.1177  -2.2740  -2.6081  0.0895
H  2.0985  -1.9785  -4.1876  0.0519
H  9.1945  -0.2014  5.6459  0.1216
H  -2.2217  -3.2175  1.4520  0.0890
H  3.2132  -6.9571  5.4743  0.0778
H  0.0375  9.6055  -3.6103  0.0880
H  -5.8492  -5.2551  -3.5026  0.0943
H  2.4180  -3.8472  -0.1985  0.0657
H  -3.2199  1.3570  -3.9684  0.0851
H  4.8552  -0.7029  6.7437  0.1155
H  -6.6059  -0.9502  -5.9268  0.1151
H  -7.6799  -1.5211  -3.1686  0.1110
H  4.8778  3.6504  2.7363  0.0502
H  -2.6815  6.8855  -0.7689  0.0776
H  -0.6146  -2.4517  -6.7383  0.0806
H  -11.2882  -4.1273  -3.7032  0.0859
H  -2.1862  -3.1621  3.2471  0.1245
H  -10.7235  -2.6009  -4.4478  0.0773
H  4.3309  5.3820  2.8187  0.0856
H  -1.3390  -4.4557  -4.7928  0.1103
H  -1.1320  1.3820  1.2705  0.0546
H  4.4505  1.1377  4.3508  0.1057
H  0.1591  -3.4775  1.1913  0.1135
H  6.1043  3.6204  0.2210  0.0925
H  0.0361  -0.7451  -4.2222  0.0658
H  0.6778  6.7898  -2.1800  0.1013
H  3.7676  6.2666  5.3393  0.0733
H  -1.5587  -1.9516  -0.4003  0.1040
H  5.9754  4.9942  3.2096  0.0881
H  -2.7142  -0.6338  -0.5739  0.1171
H  -7.5916  -4.0662  -2.8430  0.1061
H  -6.0693  -2.9110  -1.5646  0.0460
H  9.8516  -3.5162  4.6222  0.0857
H  0.9981  2.8369  2.4385  0.0776
H  -6.9015  -1.8896  -0.5682  0.0898
H  2.1994  4.8645  3.7540  0.0245
H  2.8186  -2.1532  -0.3169  0.0526
H  -1.5902  8.9611  -3.8712  0.0897
H  1.7180  -7.7851  5.1156  0.0819
H  2.1433  -3.9856  -2.7459  0.1304
H  0.8465  2.5063  0.0233  0.1176
H  -5.4830  -2.1683  -3.6415  0.0759
H  -2.4919  5.1883  1.1419  0.0760
H  1.0657  6.3613  5.0736  0.1219
H  -8.1303  -1.7043  -4.8323  0.1177
H  1.0643  -0.7447  -5.7048  0.0865
H  -2.2987  -2.1442  -7.2045  0.0919
H  1.6663  3.3844  -5.1114  0.1221
H  -0.9836  4.9238  5.2236  0.0753
H  2.6108  2.4573  0.0249  0.0906
H  5.5633  6.1108  5.4923  0.0807

**Frontier orbital gap**: 0.310 Eh
**SMILES string**: COCCNCCOC.COCCNCCOC.COCCNCCOC.COCCNCCOC.COCCNCCOC.COCCNCCOC.CC(C)O.CC(C)O.CC(C)O.CC(C)O.CC(C)O.CC(C)O
**Total charge**: 0
**Energy**: -104020.4292 eV
**Energy relative to the best compared isomer or geometry (same formula, charge and spin)**: 357.2 kJ/mol
**HOMO energy**: -0.2984 Ha
**F_max**: 2.7 eV Å⁻¹
**E_LUMO**: 0.32 eV